The following is a quantum chemistry calculation of a cluster of 2 separate species, C10H22N6OP in total, from the Open Molecules 2025 dataset.

Summary:
E_LUMO ... -3.80 eV
HOMO-LUMO gap ... 8.59 eV
Maximum force ... 5.512 eV Å⁻¹
Total charge ... +1
HOMO level ... -12.4 eV

Last columns: bonded neighbours and bond lengths (Å).
Element x y z (Å)
1 C 1.427 0.857 -0.062  C2 1.596, H14 1.144, H15 1.133, H16 1.139
2 C 0.301 0.644 -1.173  C1 1.596, O3 1.455, H17 1.150, H18 1.138
3 O 0.258 -0.758 -1.563  C2 1.455, C4 1.458
4 C -0.941 -0.947 -2.373  O3 1.458, C5 1.595, H19 1.136, H20 1.148
5 C -1.994 -1.911 -1.663  C4 1.595, N6 1.491, H21 1.148, H22 1.136
6 N -2.966 -1.227 -0.764  C5 1.491, C7 1.437, N13 1.346
7 C -3.450 -1.578 0.543  N6 1.437, N8 1.449, H23 1.130
8 N -4.385 -0.546 0.946  C7 1.449, C9 1.430
9 C -4.417 0.412 -0.115  N8 1.430, N10 1.344, N13 1.428
10 N -5.079 1.573 -0.252  C9 1.344, P11 1.783, H24 1.035
11 P -4.943 2.662 -1.658  N10 1.783, N12 1.612, H25 1.445, H26 1.449
12 N -3.525 3.425 -1.585  P11 1.612, H27 1.029
13 N -3.550 -0.074 -1.141  N6 1.346, C9 1.428, H28 1.024
14 H 1.105 0.314 0.892  C1 1.144
15 H 2.414 0.467 -0.460  C1 1.133
16 H 1.570 1.956 0.198  C1 1.139
17 H -0.700 1.028 -0.756  C2 1.150
18 H 0.537 1.295 -2.076  C2 1.138
19 H -1.331 0.089 -2.628  C4 1.136
20 H -0.637 -1.433 -3.367  C4 1.148
21 H -1.386 -2.642 -1.019  C5 1.148
22 H -2.591 -2.538 -2.398  C5 1.136
23 H -3.123 -2.494 1.118  C7 1.130
24 H -5.712 1.854 0.517  N10 1.035
25 H -4.915 1.928 -2.903  P11 1.445
26 H -6.045 3.602 -1.633  P11 1.449
27 H -2.988 3.106 -0.768  N12 1.029
28 H -3.373 0.367 -2.047  N13 1.024
29 C 4.770 -0.827 3.741  C30 1.524, H34 1.093, H35 1.092, H36 1.093
30 C 4.785 -1.541 2.395  C29 1.524, C31 1.530, H37 1.095, H38 1.094
31 C 5.622 -0.814 1.340  C30 1.530, C32 1.466, H39 1.094, H40 1.094
32 C 5.071 0.502 1.004  C31 1.466, N33 1.150
33 N 4.641 1.538 0.752  C32 1.150
34 H 4.313 0.163 3.664  C29 1.093
35 H 4.191 -1.403 4.466  C29 1.092
36 H 5.783 -0.708 4.133  C29 1.093
37 H 3.757 -1.665 2.040  C30 1.095
38 H 5.197 -2.545 2.536  C30 1.094
39 H 5.658 -1.425 0.433  C31 1.094
40 H 6.652 -0.707 1.689  C31 1.094

Atom charges from the natural (NBO) analysis, given in e for atoms 1 to 4: number 1, C, carries -0.6377; number 2, C, carries -0.0787; number 3, O, carries -0.5383; number 4, C, carries -0.0927

The following is a quantum chemistry calculation of a cluster of 12 separate species, C32H88O16 in total, from the Open Molecules 2025 dataset.

Summary:
E_LUMO ... 0.21 eV
SMILES string ... CC(C)O.CC(C)O.CC(C)O.CC(C)O.CC(C)O.CC(C)O.CC(C)O.CC(C)O.OCCO.OCCO.OCCO.OCCO
Energy relative to the best compared isomer or geometry (same formula, charge and spin) ... 62.3 kcal/mol
HOMO-LUMO gap ... 9.61 eV
Maximum force ... 3.401 eV Å⁻¹
Total charge ... 0
HOMO level ... -9.4 eV

Last columns: bonded neighbours and bond lengths (Å).
Element x y z (Å)
1 C -2.019 2.656 4.140  C2 1.563, H5 1.090, H6 1.090, H7 1.090
2 C -2.085 3.279 5.572  C1 1.563, C3 1.520, O4 1.403, H8 1.090
3 C -0.816 2.992 6.358  C2 1.520, H9 1.090, H10 1.090, H11 1.090
4 O -1.965 4.627 5.202  C2 1.403, H12 0.960
5 H -1.918 1.571 4.162  C1 1.090
6 H -1.125 2.938 3.582  C1 1.090
7 H -2.904 2.917 3.560  C1 1.090
8 H -3.022 3.018 6.064  C2 1.090
9 H -0.325 2.116 5.935  C3 1.090
10 H -1.063 2.771 7.396  C3 1.090
11 H -0.060 3.777 6.318  C3 1.090
12 H -2.534 4.769 4.442  O4 0.960
13 C 2.598 -2.125 1.290  C14 1.488, H17 1.090, H18 1.090, H19 1.090
14 C 1.670 -3.231 0.930  C13 1.488, C15 1.513, O16 1.416, H20 1.090
15 C 2.299 -4.345 0.124  C14 1.513, H21 1.090, H22 1.090, H23 1.090
16 O 1.025 -3.755 2.076  C14 1.416, H24 0.960
17 H 3.034 -1.774 0.354  C13 1.090
18 H 3.368 -2.368 2.022  C13 1.090
19 H 1.952 -1.304 1.601  C13 1.090
20 H 0.861 -2.778 0.359  C14 1.090
21 H 2.917 -5.015 0.721  C15 1.090
22 H 2.950 -4.021 -0.689  C15 1.090
23 H 1.536 -4.982 -0.324  C15 1.090
24 H 1.261 -3.257 2.862  O16 0.960
25 C 1.424 -4.970 -3.825  C26 1.578, H29 1.090, H30 1.090, H31 1.090
26 C 0.111 -4.534 -3.064  C25 1.578, C27 1.510, O28 1.381, H32 1.090
27 C 0.298 -3.187 -2.406  C26 1.510, H33 1.090, H34 1.090, H35 1.090
28 O -0.980 -4.653 -3.903  C26 1.381, H36 0.960
29 H 2.250 -5.272 -3.182  C25 1.090
30 H 1.717 -4.153 -4.485  C25 1.090
31 H 1.264 -5.800 -4.513  C25 1.090
32 H 0.038 -5.119 -2.148  C26 1.090
33 H 1.256 -3.133 -1.889  C27 1.090
34 H -0.529 -2.991 -1.723  C27 1.090
35 H 0.165 -2.394 -3.142  C27 1.090
36 H -1.776 -4.259 -3.539  O28 0.960
37 C 1.955 -0.421 -4.659  C38 1.527, H41 1.090, H42 1.090, H43 1.090
38 C 2.332 -0.282 -3.186  C37 1.527, C39 1.537, O40 1.393, H44 1.090
39 C 3.548 -1.095 -2.713  C38 1.537, H45 1.090, H46 1.090, H47 1.090
40 O 2.681 1.063 -3.082  C38 1.393, H48 0.960
41 H 2.751 -0.067 -5.313  C37 1.090
42 H 1.019 0.066 -4.935  C37 1.090
43 H 1.791 -1.475 -4.885  C37 1.090
44 H 1.430 -0.482 -2.607  C38 1.090
45 H 3.275 -2.149 -2.682  C39 1.090
46 H 3.969 -0.767 -1.762  C39 1.090
47 H 4.361 -0.956 -3.426  C39 1.090
48 H 3.244 1.358 -3.801  O40 0.960
49 C -1.853 1.310 -3.785  C50 1.499, H53 1.090, H54 1.090, H55 1.090
50 C -3.064 2.112 -4.154  C49 1.499, C51 1.521, O52 1.407, H56 1.090
51 C -3.469 3.132 -3.101  C50 1.521, H57 1.090, H58 1.090, H59 1.090
52 O -2.801 2.700 -5.404  C50 1.407, H60 0.960
53 H -1.646 0.647 -4.625  C49 1.090
54 H -2.121 0.612 -2.992  C49 1.090
55 H -1.055 2.008 -3.532  C49 1.090
56 H -3.885 1.412 -4.311  C50 1.090
57 H -2.773 3.967 -3.189  C51 1.090
58 H -3.453 2.769 -2.074  C51 1.090
59 H -4.443 3.548 -3.358  C51 1.090
60 H -1.989 3.212 -5.390  O52 0.960
61 C 4.452 3.883 0.659  C62 1.531, H65 1.090, H66 1.090, H67 1.090
62 C 4.288 2.944 -0.539  C61 1.531, C63 1.530, O64 1.407, H68 1.090
63 C 5.593 2.193 -0.813  C62 1.530, H69 1.090, H70 1.090, H71 1.090
64 O 3.182 2.084 -0.412  C62 1.407, H72 0.960
65 H 4.511 3.435 1.650  C61 1.090
66 H 3.608 4.572 0.689  C61 1.090
67 H 5.381 4.452 0.634  C61 1.090
68 H 4.059 3.563 -1.407  C62 1.090
69 H 6.513 2.776 -0.842  C63 1.090
70 H 5.484 1.881 -1.852  C63 1.090
71 H 5.789 1.364 -0.134  C63 1.090
72 H 3.241 1.510 -1.179  O64 0.960
73 C -0.437 4.561 -1.487  C74 1.554, H77 1.090, H78 1.090, H79 1.090
74 C 0.620 5.103 -0.484  C73 1.554, C75 1.516, O76 1.396, H80 1.090
75 C 1.703 6.008 -1.037  C74 1.516, H81 1.090, H82 1.090, H83 1.090
76 O -0.033 5.762 0.559  C74 1.396, H84 0.960
77 H 0.016 3.843 -2.171  C73 1.090
78 H -0.894 5.301 -2.144  C73 1.090
79 H -1.194 4.032 -0.909  C73 1.090
80 H 1.103 4.287 0.053  C74 1.090
81 H 2.195 5.557 -1.898  C75 1.090
82 H 2.511 6.232 -0.341  C75 1.090
83 H 1.237 6.913 -1.428  C75 1.090
84 H 0.541 5.621 1.315  O76 0.960
85 C -1.310 -5.266 3.987  C86 1.529, H89 1.090, H90 1.090, H91 1.090
86 C -1.940 -4.989 2.621  C85 1.529, C87 1.533, O88 1.395, H92 1.090
87 C -2.444 -3.544 2.530  C86 1.533, H93 1.090, H94 1.090, H95 1.090
88 O -1.060 -5.169 1.554  C86 1.395, H96 0.960
89 H -0.777 -6.211 4.094  C85 1.090
90 H -2.092 -5.140 4.735  C85 1.090
91 H -0.507 -4.562 4.201  C85 1.090
92 H -2.809 -5.626 2.458  C86 1.090
93 H -1.683 -2.783 2.700  C87 1.090
94 H -3.214 -3.361 3.279  C87 1.090
95 H -2.739 -3.341 1.500  C87 1.090
96 H -0.346 -4.573 1.794  O88 0.960
97 C -4.338 0.628 1.676  C98 1.602, O100 1.416, H101 1.090, H102 1.090
98 C -4.803 -0.865 1.327  C97 1.602, O99 1.412, H103 1.090, H104 1.090
99 O -5.465 -1.372 2.466  C98 1.412, H105 0.960
100 O -3.775 1.268 0.546  C97 1.416, H106 0.960
101 H -3.628 0.619 2.503  C97 1.090
102 H -5.153 1.201 2.119  C97 1.090
103 H -3.877 -1.431 1.226  C98 1.090
104 H -5.394 -0.829 0.412  C98 1.090
105 H -5.542 -2.327 2.406  O99 0.960
106 H -4.037 2.190 0.607  O100 0.960
107 C 0.014 1.179 0.429  C108 1.541, O110 1.391, H111 1.090, H112 1.090
108 C -0.591 -0.216 0.178  C107 1.541, O109 1.406, H113 1.090, H114 1.090
109 O -1.734 -0.226 -0.641  C108 1.406, H115 0.960
110 O 1.239 1.170 1.090  C107 1.391, H116 0.960
111 H -0.675 1.856 0.934  C107 1.090
112 H 0.213 1.751 -0.478  C107 1.090
113 H -0.676 -0.781 1.106  C108 1.090
114 H 0.157 -0.823 -0.331  C108 1.090
115 H -2.414 0.298 -0.212  O109 0.960
116 H 1.921 1.522 0.515  O110 0.960
117 C 3.569 0.889 3.753  C118 1.588, O120 1.430, H121 1.090, H122 1.090
118 C 4.479 -0.061 4.642  C117 1.588, O119 1.416, H123 1.090, H124 1.090
119 O 4.255 0.034 6.038  C118 1.416, H125 0.960
120 O 2.231 0.404 3.619  C117 1.430, H126 0.960
121 H 3.969 1.063 2.754  C117 1.090
122 H 3.432 1.839 4.270  C117 1.090
123 H 5.529 0.174 4.470  C118 1.090
124 H 4.421 -1.117 4.379  C118 1.090
125 H 3.362 -0.271 6.213  O119 0.960
126 H 1.904 0.862 2.842  O120 0.960
127 C -3.970 -2.728 -2.385  C128 1.515, O130 1.445, H131 1.090, H132 1.090
128 C -3.985 -1.457 -3.210  C127 1.515, O129 1.460, H133 1.090, H134 1.090
129 O -5.036 -1.436 -4.223  C128 1.460, H135 0.960
130 O -3.462 -3.810 -3.196  C127 1.445, H136 0.960
131 H -4.972 -2.896 -1.990  C127 1.090
132 H -3.230 -2.549 -1.605  C127 1.090
133 H -2.975 -1.349 -3.604  C128 1.090
134 H -4.146 -0.659 -2.485  C128 1.090
135 H -5.812 -0.976 -3.894  O129 0.960
136 H -4.231 -4.312 -3.475  O130 0.960

Atom charges from the Löwdin analysis, given in e for atoms 1 to 4: number 1, C, carries -0.0712; number 2, C, carries -0.4517; number 3, C, carries -0.0448; number 4, O, carries -0.0741